(1)
Here is a structure of composition C22H22N4O4Ru at a distorted geometry from the Open Molecules 2025 dataset. Energies are from ωB97M-V with the def2-TZVPD basis set.

Output
⟨S²⟩	6.120
multiplicity	5
LUMO (spin up / spin down)	-1.7 / -2.5	eV
HOMO-LUMO gap (spin up / spin down)	4.592 / 4.697	eV

Geometry as XYZ:
```
53
Properties=species:S:1:pos:R:3:mulliken_spin:R:1
Ru 0.87501 -0.57255 -0.05195 2.25
O -5.78442 -0.23458 -4.26189 0.03
O 0.87597 -0.49398 -2.14834 0.05
O -4.00671 0.06736 -5.66445 0.01
O 0.62349 -1.00723 -4.31448 0.06
N -1.35549 -0.33533 0.34952 0.01
N 0.85144 -0.88486 1.99183 0.05
N -1.51124 -1.58027 -1.56363 0.22
N -0.70124 0.86063 2.27443 0.01
C -3.52181 -0.45901 -0.87639 0.16
C 2.81404 1.63003 0.74860 0.03
C 0.28926 0.06967 2.76660 -0.01
C 4.97536 0.36117 0.42457 -0.01
C 3.55635 0.57982 -0.10291 -0.11
C 0.72788 0.28054 4.09043 0.00
C -2.14493 -0.72239 -0.66380 0.12
C -1.27549 -1.18006 -2.87371 0.29
C 2.15449 -1.62348 3.86246 0.04
C 2.76446 -0.68497 -0.17580 -0.13
C 1.65921 -0.55873 4.63501 0.03
C 1.73842 -1.73418 2.56713 0.01
C -2.76984 1.51648 1.30875 -0.11
C -2.24019 -0.71268 -3.71934 -0.05
C 0.19678 -0.91864 -3.18899 0.01
C 3.63843 1.10428 -1.56278 -0.01
C -4.33418 -0.14991 0.36737 0.01
C -4.59647 -0.18085 -4.61063 0.01
C -4.00374 1.21765 0.87386 0.27
C -1.64690 0.62481 1.26597 0.45
C -3.58638 -0.53071 -3.38986 0.29
C -4.14828 -0.48688 -2.11170 0.08
H 5.52126 1.30494 0.44059 0.00
H 4.08440 0.36426 -2.22773 0.00
H -4.77670 1.97559 0.87499 0.01
H 4.25423 2.00453 -1.57259 0.00
H 2.77963 1.32813 1.79728 0.00
H 5.52035 -0.33063 -0.21962 0.00
H 4.96619 -0.04784 1.43748 0.00
H -5.22264 -0.32790 -2.11403 0.00
H -5.39331 -0.23559 0.14140 0.00
H -2.58771 2.48952 1.75965 0.00
H -4.08320 -0.88122 1.14304 0.02
H 2.12100 -2.51195 1.92124 0.00
H 0.30474 1.09792 4.65899 0.00
H 3.38074 -1.57577 -0.34174 -0.02
H 2.00430 -0.41360 5.64936 0.00
H -0.97002 1.60539 2.89579 0.00
H 2.86609 -2.32802 4.26575 0.00
H 2.65129 1.33813 -1.94963 0.00
H -0.71051 -2.01878 -1.14548 -0.04
H 1.78627 1.76729 0.37836 -0.03
H -1.92569 -0.46118 -4.72424 0.00
H 3.31597 2.59564 0.68528 0.01
```


(2)
Here is an isolated molecule of C22H22N4OS from the Open Molecules 2025 dataset. Energies are from ωB97M-V with the def2-TZVPD basis set.

Output
structure (SMILES)	S=C(Nc1ccc(Oc2ccccc2)cc1)N1CCN(c2ccccn2)CC1
LUMO	0.7	eV
HOMO-LUMO gap	8.365	eV
relative energy (zero: lowest compared OMol25 entry of this formula, charge and spin)	1.1483	eV

Geometry as XYZ:
```
50
Properties=species:S:1:pos:R:3:mulliken_charge:R:1
S -1.70245 -1.95405 1.84016 -0.36
O 4.31946 -1.63961 -0.27459 -0.48
N -1.19966 -1.14819 -0.63660 0.08
N -4.35944 0.66400 -0.00344 -0.06
N -3.40507 -1.68556 -0.14139 0.08
N -2.52166 1.56438 -1.05507 -0.38
C -1.47150 2.37298 -1.06684 -0.69
C 6.95894 1.41171 0.66707 -0.52
C 2.96020 -1.45854 -0.32975 0.27
C 7.34137 0.35732 -0.14581 -0.43
C -3.21475 1.41958 0.07933 1.14
C 2.37453 -0.32465 -0.88261 -0.28
C -2.83142 2.08000 1.25789 -0.69
C -1.01105 3.04921 0.04291 -0.42
C 2.15258 -2.50444 0.10449 -1.13
C 0.99992 -0.23016 -0.96296 -0.51
C 6.44017 -0.63962 -0.46547 -0.61
C -2.11759 -1.56967 0.28372 0.15
C -4.47502 -1.63759 0.82902 -1.05
C 4.75962 0.46139 0.86098 -0.17
C -1.71433 2.88330 1.23241 -0.58
C -3.88196 -1.26954 -1.44266 -0.78
C 5.14086 -0.58840 0.03166 0.47
C -4.66814 0.05879 -1.28003 -0.59
C 0.18786 -1.26127 -0.50041 0.10
C -4.81778 -0.14875 1.10428 -0.57
C 5.67003 1.45533 1.17009 -0.59
C 0.77946 -2.41166 0.01385 0.00
H -5.89915 -0.02282 1.22179 0.44
H 6.72251 -1.46931 -1.09471 0.40
H 2.61774 -3.39031 0.50676 0.44
H -5.74497 -0.12727 -1.30017 0.35
H -5.33204 -2.17161 0.41339 0.29
H -3.05601 -1.16394 -2.14205 0.30
H 0.54852 0.65468 -1.38711 0.28
H -0.98168 2.46523 -2.02963 0.53
H 3.75956 0.48861 1.26880 0.48
H 5.36809 2.26676 1.81594 0.36
H 0.16330 -3.22937 0.34960 0.56
H 7.66353 2.19187 0.91236 0.38
H -1.39588 3.39295 2.12989 0.43
H -4.40743 0.76218 -2.06898 0.41
H -4.32623 0.16988 2.02060 0.24
H 2.99614 0.47865 -1.25050 0.51
H -0.14025 3.68172 -0.01193 0.44
H -1.49853 -0.38267 -1.23497 0.13
H 8.34718 0.31192 -0.53638 0.37
H -3.40326 1.97719 2.16540 0.37
H -4.54394 -2.05638 -1.82108 0.44
H -4.15038 -2.13427 1.74270 0.45
```


(3)
Here is an isolated molecule of C22H22O10 from the Open Molecules 2025 dataset. Energies are from ωB97M-V with the def2-TZVPD basis set.

Output
structure (SMILES)	COc1cc(O)c2c(=O)c(-c3ccc(O[C@@H]4O[C@H](CO)[C@@H](O)[C@H](O)[C@H]4O)cc3)coc2c1
LUMO	0.2	eV
HOMO-LUMO gap	8.468	eV
relative energy (zero: lowest compared OMol25 entry of this formula, charge and spin)	0.0000	eV

Geometry as XYZ:
```
54
Properties=species:S:1:pos:R:3:mulliken_charge:R:1
O -5.21676 -2.43170 1.05107 -0.68
O 6.75812 1.70352 0.40457 -0.63
O -4.13469 1.76358 -0.99576 -0.45
O -8.59231 0.74417 -0.07010 -0.42
O 4.07396 -0.62454 1.21146 -0.43
O 5.69084 -2.91534 -0.39966 -0.61
O 4.36949 3.03216 1.37551 -0.57
O -2.77671 -1.78935 0.50702 -0.91
O 3.25540 -0.56013 -0.96873 -0.30
O 7.51048 -0.56604 -0.98556 -0.58
C -7.31046 0.32439 -0.00701 1.05
C 5.76841 0.75480 0.08607 0.04
C -5.56365 -1.25193 0.54214 -0.24
C 6.42824 -0.61405 -0.09343 -0.09
C 3.99269 -1.28335 -0.02022 -0.07
C -0.16114 -0.55630 0.42629 -1.08
C -2.83754 1.44699 -0.99678 -0.50
C -6.90732 -0.90066 0.51694 -0.78
C -3.17938 -0.71394 0.04963 1.49
C -0.13111 0.44762 -1.74673 -0.60
C -6.36093 1.21232 -0.51339 -0.83
C 1.90354 -0.39468 -0.78258 0.29
C 1.22507 0.22336 -1.83214 -0.58
C -0.84740 0.06236 -0.61312 0.53
C -2.29443 0.30079 -0.52905 -0.06
C -9.61082 -0.09973 0.41912 -0.84
C -5.02145 0.86875 -0.49256 0.33
C 3.72190 1.80210 1.13581 -0.68
C 1.20194 -0.78069 0.35111 -0.06
C 5.36993 -1.57498 -0.65075 -0.22
C -4.58793 -0.36040 0.03158 -0.23
C 4.72491 0.63505 1.20620 0.07
H -0.64716 0.90474 -2.57778 0.50
H 5.25536 0.68696 2.16899 0.50
H 5.28715 -1.39150 -1.73313 0.23
H -6.67376 2.15904 -0.91841 0.47
H -7.60965 -1.61278 0.91610 0.48
H 1.78282 0.51015 -2.70962 0.46
H -9.64505 -1.04485 -0.13037 0.34
H -0.69480 -0.86425 1.31069 0.40
H 8.00087 0.24257 -0.78782 0.41
H 6.76401 -0.97932 0.89130 0.20
H -2.23702 2.24418 -1.41390 0.58
H -10.54102 0.44359 0.26213 0.24
H 6.30833 2.54910 0.54687 0.41
H 5.27332 1.02776 -0.85903 0.26
H 1.71167 -1.24218 1.18099 0.51
H 2.90814 1.62638 1.84886 0.34
H 3.51424 -2.24559 0.20979 0.59
H 4.61057 3.08190 2.30792 0.39
H 6.58530 -3.06698 -0.72959 0.42
H -9.48411 -0.30200 1.48656 0.34
H -4.22530 -2.50539 0.97937 0.39
H 3.29519 1.87432 0.13315 0.18
```